The following is a quantum chemistry calculation of a molecular structure, C3H10B2FeO5S, from the Open Molecules 2025 dataset.

Element x y z (Å)
C: 2.47 0.99 0.02
C: 2.66 -0.54 0.16
B: 1.33 -1.36 0.25
O: 0.69 -1.92 1.27
O: 0.59 -1.45 -1.07
S: -1.01 -1.12 -1.11
O: -0.98 -0.55 -2.51
O: -0.90 0.21 -0.25
B: -2.19 0.90 0.22
C: -3.41 0.05 0.62
O: -2.13 2.22 0.26
H: 3.43 1.50 -0.07
H: 1.89 1.43 0.83
H: 1.91 1.29 -0.92
H: 3.23 -0.73 1.07
H: 3.29 -0.88 -0.67
H: 0.98 -2.75 1.68
H: -3.43 0.03 1.72
H: -3.45 -0.99 0.27
H: -4.32 0.57 0.31
H: -1.30 2.69 0.14
Fe: 0.65 0.43 -2.21

Properties
multiplicity: 5
net charge: +2
HOMO level (alpha / beta): -19.5 / -19.5 eV
E: -2207.5681 hartree
<S²>: 6.006
frontier orbital gap (alpha / beta): 9.65 / 9.00 eV

These are the Löwdin partial charges, in e, on atoms 1 to 5: number 1, C, carries -0.040; number 2, C, carries -0.092; number 3, B, carries -0.542; number 4, O, carries 0.251; number 5, O, carries -0.220

The following is a quantum chemistry calculation of a molecular structure, C7H12Cl2O3PPb, from the Open Molecules 2025 dataset.

Element x y z (Å)
C: -0.24 -4.30 -2.39
C: -0.92 -3.52 -1.38
H: -1.09 -4.81 -2.94
H: 0.48 -4.98 -1.85
H: 0.44 -3.66 -3.02
O: -1.89 -2.88 -0.95
Cl: 3.02 -2.23 -0.31
Pb: 0.56 -2.22 0.47
P: -0.07 1.46 0.37
C: -1.38 2.77 0.21
C: 1.38 2.59 0.56
H: 0.91 0.29 -1.52
H: 0.27 1.91 -1.98
H: -0.86 0.54 -1.74
C: 0.07 1.01 -1.38
H: 2.27 1.96 0.62
H: 1.42 3.28 -0.29
H: -1.11 3.46 -0.59
H: -1.46 3.30 1.15
H: 1.28 3.14 1.49
H: -2.32 2.28 -0.01
C: -1.46 0.61 2.42
O: -2.33 0.65 3.13
Cl: 2.35 -0.36 1.70
O: 0.37 0.13 4.61
C: 0.29 -0.43 3.60

Properties
net charge: +3
HOMO level (alpha / beta): -21.4 / -20.0 eV
E: -1952.8744 hartree
frontier orbital gap (alpha / beta): 6.39 / 4.98 eV

These are the Löwdin partial charges, in e, on atoms 1 to 5: number 1, C, carries 0.090; number 2, C, carries -0.124; number 3, H, carries 0.194; number 4, H, carries 0.165; number 5, H, carries 0.174

The following is a quantum chemistry calculation of 2 unconnected molecules or ions with the total composition C16H18N4O3, from the Open Molecules 2025 dataset.

Element x y z (Å)
C: 3.28 0.00 -2.75
O: 1.87 0.27 -2.86
C: 1.02 -0.69 -2.72
C: -0.38 -0.43 -2.77
C: -1.26 -1.54 -2.77
C: -2.62 -1.33 -2.81
C: -3.14 -0.02 -2.85
C: -4.63 0.18 -2.88
C: -2.27 1.07 -2.88
C: -0.90 0.89 -2.84
H: 3.76 0.98 -2.75
H: 3.50 -0.53 -1.81
H: 3.61 -0.60 -3.61
H: 1.38 -1.73 -2.63
H: -0.81 -2.53 -2.73
H: -3.31 -2.18 -2.80
H: -4.87 1.25 -2.89
H: -5.08 -0.28 -3.77
H: -5.10 -0.27 -2.00
H: -2.69 2.08 -2.92
H: -0.20 1.73 -2.88
C: -0.97 -1.89 3.67
N: -0.06 -0.91 3.13
C: 0.54 -0.11 4.10
O: 0.28 -0.24 5.30
N: 1.46 0.87 3.66
C: 2.10 1.72 4.66
C: 1.73 1.00 2.34
C: 1.13 0.16 1.35
C: 0.19 -0.87 1.73
O: -0.36 -1.63 0.95
N: 1.61 0.54 0.15
C: 2.46 1.58 0.41
N: 2.56 1.88 1.75
H: -1.40 -2.46 2.85
H: -0.43 -2.54 4.35
H: -1.75 -1.36 4.23
H: 2.74 2.41 4.11
H: 1.32 2.27 5.21
H: 2.67 1.10 5.35
H: 3.01 2.12 -0.36

Properties
HOMO level: -6.2 eV
E: -1065.2054 hartree
frontier orbital gap: 3.98 eV
energy relative to the best compared isomer or geometry (same formula, charge and spin): 281.3 kJ/mol

These are the Löwdin partial charges, in e, on atoms 1 to 5: number 1, C, carries -0.008; number 2, O, carries -0.041; number 3, C, carries 0.017; number 4, C, carries -0.173; number 5, C, carries 0.015

The following is a quantum chemistry calculation of a molecular structure, C39H71BaN3O9, from the Open Molecules 2025 dataset.

Element x y z (Å)
Ba: 1.25 0.78 0.25
C: 0.28 -8.29 0.65
C: -1.04 -7.81 0.03
C: -2.20 -8.79 0.25
C: -2.88 -8.81 1.60
C: -3.31 -7.35 1.86
C: -2.20 -6.34 1.85
N: -1.55 -6.50 0.52
O: -0.81 -5.34 0.08
C: -1.21 -6.54 3.01
C: -2.87 -4.87 2.02
C: -0.87 -7.75 -1.55
H: 1.08 -7.54 0.63
H: 0.80 -9.08 0.11
H: 0.21 -8.62 1.69
H: -1.87 -9.83 0.20
H: -2.87 -8.60 -0.58
H: -2.21 -9.27 2.32
H: -3.80 -9.40 1.62
H: -3.83 -7.25 2.82
H: -4.05 -7.08 1.11
H: -0.35 -5.89 2.85
H: -0.79 -7.54 3.11
H: -1.68 -6.20 3.93
H: -3.51 -4.51 1.21
H: -2.17 -4.04 2.18
H: -3.58 -4.69 2.83
H: 0.07 -7.22 -1.71
H: -1.65 -7.12 -1.99
H: -0.78 -8.70 -2.07
C: 0.02 6.87 3.54
C: -1.50 7.13 3.54
C: -1.69 8.48 2.74
C: -3.12 8.77 2.50
C: -4.01 7.67 1.78
C: -3.67 6.24 2.32
N: -2.22 6.00 2.69
O: -2.06 4.70 3.27
C: -3.96 5.29 1.13
C: -4.69 6.01 3.55
C: -2.00 7.35 5.04
H: 0.59 6.94 2.61
H: 0.11 5.80 3.73
H: 0.55 7.31 4.39
H: -1.32 8.47 1.71
H: -1.16 9.26 3.28
H: -3.27 9.71 1.97
H: -3.50 8.93 3.51
H: -3.87 7.78 0.70
H: -5.03 8.03 1.93
H: -3.30 5.38 0.27
H: -4.95 5.31 0.69
H: -3.91 4.26 1.47
H: -5.71 6.01 3.15
H: -4.68 6.82 4.28
H: -4.53 5.09 4.10
H: -2.93 6.85 5.31
H: -2.13 8.42 5.23
H: -1.20 7.01 5.69
C: -7.60 -4.09 -5.87
C: -7.62 -2.88 -6.49
C: -6.68 -1.89 -6.26
C: -5.73 -2.16 -5.21
C: -5.76 -3.38 -4.48
C: -6.64 -4.38 -4.87
N: -4.69 -1.17 -4.88
O: -4.18 -1.18 -3.78
O: -4.46 -0.26 -5.71
H: -8.25 -4.93 -6.09
H: -8.54 -2.67 -7.01
H: -6.82 -0.96 -6.78
H: -5.08 -3.64 -3.68
H: -6.53 -5.37 -4.44
C: 1.56 -1.59 -7.36
C: 1.95 -0.22 -6.91
O: 2.26 -0.02 -5.73
C: 1.85 0.97 -7.92
H: 0.53 -1.53 -7.72
H: 1.58 -2.34 -6.56
H: 2.12 -2.03 -8.18
H: 2.07 0.61 -8.93
H: 2.67 1.63 -7.66
H: 0.89 1.44 -7.69
C: 9.08 2.63 0.62
C: 8.06 2.91 -0.51
O: 6.88 3.09 -0.26
C: 8.54 2.81 -1.89
H: 10.05 2.70 0.14
H: 9.07 1.56 0.84
H: 9.05 3.36 1.43
H: 8.73 1.78 -2.19
H: 9.40 3.44 -2.08
H: 7.81 3.16 -2.62
C: -0.47 7.48 -4.29
C: 0.68 6.67 -3.69
O: 0.63 5.52 -3.31
C: 1.99 7.38 -3.68
H: -0.08 7.95 -5.20
H: -0.70 8.31 -3.61
H: -1.43 6.98 -4.42
H: 2.40 7.35 -2.67
H: 1.89 8.43 -3.94
H: 2.67 6.93 -4.41
C: 5.96 -4.56 -0.93
C: 5.78 -3.92 0.42
O: 5.50 -2.76 0.58
C: 6.31 -4.83 1.61
H: 4.91 -4.69 -1.17
H: 6.49 -5.50 -0.76
H: 6.52 -4.02 -1.69
H: 5.45 -5.23 2.15
H: 6.95 -4.21 2.25
H: 6.76 -5.72 1.18
C: 4.84 0.78 7.69
C: 4.14 -0.31 6.97
O: 3.55 -0.11 5.89
C: 4.06 -1.73 7.60
H: 4.17 1.64 7.68
H: 5.82 1.00 7.26
H: 5.05 0.44 8.71
H: 3.41 -1.79 8.48
H: 4.97 -2.05 8.10
H: 3.69 -2.52 6.94

Properties
HOMO level: -4.4 eV
E: -2394.9025 hartree
frontier orbital gap: 1.75 eV

These are the Löwdin partial charges, in e, on atoms 1 to 5: number 1, Ba, carries 0.940; number 2, C, carries -0.043; number 3, C, carries -0.482; number 4, C, carries -0.175; number 5, C, carries -0.170

The following is a quantum chemistry calculation of a molecular structure, C27H35BF4HgN4P2, from the Open Molecules 2025 dataset.

Element x y z (Å)
Hg: 0.13 0.20 3.22
C: -2.09 1.93 -5.21
C: -2.18 0.70 -4.63
C: -1.37 -0.52 -4.93
C: -0.03 -0.30 -5.66
C: 0.92 0.58 -4.89
C: 1.01 1.93 -4.91
C: 0.20 2.89 -5.73
C: -1.15 2.38 -6.28
C: 1.72 0.69 4.56
H: -2.80 2.70 -4.92
H: -2.98 0.53 -3.91
H: -1.96 -1.24 -5.52
H: -1.17 -1.02 -3.97
H: 0.46 -1.29 -5.71
H: -0.20 0.03 -6.69
H: 1.63 0.01 -4.29
H: 1.80 2.41 -4.34
H: 0.79 3.29 -6.57
H: -0.01 3.76 -5.08
H: -1.63 3.25 -6.76
H: -0.97 1.64 -7.07
H: 1.28 1.43 5.23
H: 2.64 1.06 4.11
H: 1.90 -0.18 5.18
P: 1.71 -0.51 1.53
P: -1.48 -0.72 1.57
N: 2.66 0.82 1.14
N: 2.82 -1.71 1.99
N: -2.14 0.55 0.61
N: -2.88 -1.62 1.99
C: 0.84 -1.06 0.05
C: -0.53 -1.73 0.37
C: 2.44 2.16 1.52
C: 3.31 2.96 0.80
C: 4.08 2.10 -0.05
C: 3.68 0.80 0.17
C: 3.69 -1.68 3.10
C: 4.31 -2.90 3.21
C: 3.83 -3.74 2.13
C: 2.92 -2.98 1.40
C: -2.35 1.85 1.11
C: -2.83 2.64 0.08
C: -2.90 1.82 -1.09
C: -2.47 0.55 -0.75
C: -3.96 -2.00 1.17
C: -4.71 -2.94 1.84
C: -4.09 -3.19 3.11
C: -2.96 -2.38 3.18
H: 1.49 -1.76 -0.50
H: 0.70 -0.15 -0.56
H: -1.10 -1.90 -0.56
H: -0.39 -2.71 0.87
H: 1.70 2.39 2.28
H: 3.38 4.03 0.86
H: 4.84 2.41 -0.76
H: 3.97 -0.15 -0.26
H: 3.75 -0.78 3.72
H: 5.02 -3.21 3.96
H: 4.10 -4.75 1.92
H: 2.33 -3.22 0.53
H: -2.12 2.07 2.15
H: -3.13 3.68 0.14
H: -3.25 2.12 -2.08
H: -2.34 -0.35 -1.34
H: -4.07 -1.54 0.19
H: -5.62 -3.42 1.46
H: -4.44 -3.89 3.86
H: -2.22 -2.24 3.96
F: -0.72 -0.27 5.47
B: -0.27 -0.10 7.04
F: -1.10 0.92 7.46
F: -0.47 -1.39 7.51
F: 1.06 0.26 7.28

Properties
HOMO level: -7.9 eV
E: -2529.3806 hartree
frontier orbital gap: 7.15 eV
energy relative to the best compared isomer or geometry (same formula, charge and spin): 0.0 kJ/mol

These are the Löwdin partial charges, in e, on atoms 1 to 5: number 1, Hg, carries 0.909; number 2, C, carries -0.094; number 3, C, carries -0.113; number 4, C, carries -0.200; number 5, C, carries -0.209

The following is a quantum chemistry calculation of a gas-phase ion, C3H9N2O3 (charge +1), from the Open Molecules 2025 dataset.

Element x y z (Å)
C: -0.41 0.18 -2.79
C: 0.30 0.35 -1.34
C: -0.57 0.15 -0.10
N: 0.50 -1.25 2.92
N: -0.04 -1.03 1.84
O: 1.48 -0.40 3.39
O: -1.55 1.04 0.13
O: 0.23 0.06 1.23
H: -1.03 1.11 -2.83
H: 0.32 0.14 -3.46
H: -0.86 -0.72 -2.83
H: 1.21 -0.43 -1.19
H: 0.79 1.26 -1.31
H: -1.20 -0.80 -0.27
H: 0.43 -2.09 3.40
H: -1.20 1.92 0.09
H: 1.61 0.50 3.12

Properties
net charge: +1
HOMO level: -15.6 eV
E: -454.4763 hartree
frontier orbital gap: 10.48 eV
energy relative to the best compared isomer or geometry (same formula, charge and spin): 698.6 kJ/mol

These are the Löwdin partial charges, in e, on atoms 1 to 5: number 1, C, carries 0.000; number 2, C, carries -0.132; number 3, C, carries -0.350; number 4, N, carries 0.092; number 5, N, carries 0.105

The records above yield max |F| values of 0.0212; 0.2008; 0.0603; 0.0792; 0.0401; 0.1361 hartree/bohr, respectively.